Entry 1:
The following is a quantum chemistry calculation of 2 unconnected molecules or ions with the total composition C3H7OS, from the OMol25 dataset.

The geometry in XYZ format:
```
12
Properties=species:S:1:pos:R:3:forces:R:3
S 1.88776 -1.64268 -0.27548 0.08 -0.08 -0.04
O -1.52269 0.27690 -2.16085 -0.13 0.33 -0.15
C -0.15523 0.87302 -0.26507 -0.24 0.35 -0.01
C -0.25186 0.53445 1.22415 0.38 0.18 0.16
C -0.96965 -0.04814 -1.13787 0.24 -0.40 0.24
H 0.88332 0.74646 -0.58420 -0.01 0.01 -0.01
H -0.45932 1.90019 -0.49643 0.01 -0.07 0.03
H 2.33860 -2.90053 -0.32791 0.08 -0.11 -0.01
H 0.20967 1.30263 1.85952 -0.07 0.05 -0.31
H 0.33579 -0.36949 1.39379 -0.34 -0.16 0.07
H -1.28042 0.42739 1.57421 -0.05 -0.16 -0.09
H -1.01597 -1.10020 -0.80388 0.05 0.06 0.13
```
Positions in Å, forces in eV/Å.

Results
F_max: 0.5 eV/Å
spin multiplicity: 1
gap between HOMO and LUMO: 0.2558 hartree
LUMO energy: 4.07 eV
energy: -16108.0425 eV
charge: -1

In the Löwdin picture, each atom carries the following charge in e: atom 1 (S): -0.1022, atom 2 (O): -0.0005, atom 3 (C): -0.2824, atom 4 (C): -0.1580, atom 5 (C): -0.3322, atom 6 (H): 0.0434, atom 7 (H): 0.1017, atom 8 (H): -0.4640, atom 9 (H): 0.0625, atom 10 (H): -0.0167, atom 11 (H): 0.0609, atom 12 (H): 0.0875

=====

Entry 2:
The following is a quantum chemistry calculation of C3H7OS in the gas phase, from the OMol25 dataset.

The geometry in XYZ format:
```
12
Properties=species:S:1:pos:R:3:forces:R:3
S 1.83591 0.01570 -1.51866 -0.26 -0.02 0.53
O -2.50262 -0.08057 0.04558 0.15 0.16 0.08
C -1.24871 -0.57684 0.26657 0.15 -0.33 0.55
C 1.21784 0.17495 0.29059 0.01 -0.59 -2.64
C -0.24080 0.60726 0.27418 -0.59 0.34 1.51
H -0.45578 1.32395 -0.52433 0.16 -0.28 0.02
H 1.82522 1.02037 0.58705 0.25 -0.30 0.64
H 1.46126 -0.82145 0.70851 -0.30 0.99 0.39
H -0.45426 1.13283 1.23458 0.14 -0.15 -0.62
H 0.71853 -0.44992 -2.12401 0.17 0.07 0.39
H -0.98787 -1.28963 -0.52092 0.18 -0.10 -0.09
H -1.16869 -1.05665 1.28085 -0.06 0.20 -0.76
```
Positions in Å, forces in eV/Å.

Results
F_max: 2.7 eV/Å
spin multiplicity: 2
gap between HOMO and LUMO (alpha / beta): 0.3757 / 0.2813 hartree
LUMO energy (alpha / beta): 0.94 / -1.62 eV
energy: -16104.5310 eV
<S²>: 0.75

In the Löwdin picture, each atom carries the following charge in e: atom 1 (S): 0.6292, atom 2 (O): 0.0228, atom 3 (C): -0.3380, atom 4 (C): -0.4714, atom 5 (C): -0.2727, atom 6 (H): 0.1067, atom 7 (H): 0.0544, atom 8 (H): 0.0742, atom 9 (H): 0.1207, atom 10 (H): -0.1631, atom 11 (H): 0.1072, atom 12 (H): 0.1300

=====

Entry 3:
The following is a quantum chemistry calculation of a molecular structure, C3H7OS2, from the OMol25 dataset.

The geometry in XYZ format:
```
13
Properties=species:S:1:pos:R:3:forces:R:3
S 1.70684 -0.86086 -2.03550 -0.16 0.59 -0.17
S 1.70233 -1.74703 -0.14735 -0.04 0.68 0.49
O -0.14186 1.45114 -1.08852 1.49 -1.89 -1.20
C -1.12909 0.91007 -0.13575 1.38 2.91 -3.47
C 0.88157 -0.46838 0.92315 -1.55 -1.41 -1.07
C -0.70665 -0.39302 0.46466 1.44 0.89 2.17
H 0.76979 0.54936 -1.78806 -1.61 0.26 1.90
H 1.51464 0.42292 1.00135 -0.74 0.12 -0.57
H -1.05145 -1.21968 -0.16134 0.72 0.03 -0.01
H -2.05049 0.87453 -0.76199 -0.03 -0.68 0.79
H -1.17123 -0.52031 1.45059 -0.54 -0.06 -0.19
H 0.84725 -0.90943 1.92908 0.26 -0.13 -0.24
H -1.17164 1.91069 0.34967 -0.62 -1.32 1.56
```
Positions in Å, forces in eV/Å.

Results
F_max: 4.7 eV/Å
spin multiplicity: 1
gap between HOMO and LUMO: 0.2460 hartree
LUMO energy: 3.60 eV
energy: -26941.5626 eV
charge: -1

In the Löwdin picture, each atom carries the following charge in e: atom 1 (S): -0.0283, atom 2 (S): 0.2144, atom 3 (O): -0.4332, atom 4 (C): -0.3718, atom 5 (C): -0.5268, atom 6 (C): -0.2579, atom 7 (H): -0.0285, atom 8 (H): 0.0590, atom 9 (H): 0.0846, atom 10 (H): 0.0840, atom 11 (H): 0.0756, atom 12 (H): 0.0340, atom 13 (H): 0.0949

=====

Entry 4:
The following is a quantum chemistry calculation of a molecular structure, C3H7PS2, from the OMol25 dataset.

The geometry in XYZ format:
```
13
Properties=species:S:1:pos:R:3:forces:R:3
S -1.12669 -0.80125 0.48446 0.25 -0.76 0.83
S 0.64536 1.31197 -0.65883 -0.57 0.04 1.42
P 0.50955 -1.35968 -1.97007 0.36 0.30 2.05
C 0.33033 1.23918 1.16970 -0.29 1.54 0.94
C -0.50031 -0.09258 -0.97227 -1.16 2.48 -4.41
C 0.24611 -0.22490 1.52102 1.15 -1.52 2.52
H 1.11321 1.80556 1.77713 -0.85 -0.74 -1.08
H -0.69757 1.70055 1.39071 1.59 -0.43 -0.37
H -0.13270 -0.45934 2.58837 0.37 0.87 -1.47
H -1.48963 0.41449 -1.77237 2.86 -1.78 2.70
H -0.68059 -2.01335 -1.94058 -0.91 -1.31 -1.03
H 0.46922 -0.75831 -3.20012 -0.42 0.40 -1.02
H 1.31371 -0.76233 1.58284 -2.39 0.91 -1.08
```
Positions in Å, forces in eV/Å.

Results
F_max: 5.2 eV/Å
spin multiplicity: 1
gap between HOMO and LUMO: 0.3341 hartree
LUMO energy: 0.65 eV
energy: -34181.4760 eV

In the Löwdin picture, each atom carries the following charge in e: atom 1 (S): 0.7599, atom 2 (S): 0.7011, atom 3 (P): 0.7322, atom 4 (C): -0.5803, atom 5 (C): -1.2930, atom 6 (C): -0.5883, atom 7 (H): 0.0965, atom 8 (H): 0.0878, atom 9 (H): 0.0916, atom 10 (H): 0.1422, atom 11 (H): -0.1448, atom 12 (H): -0.1348, atom 13 (H): 0.1300

=====

Entry 5:
The following is a quantum chemistry calculation of a gas-phase ion, C3H7S (charge -1), from the OMol25 dataset.

The geometry in XYZ format:
```
11
Properties=species:S:1:pos:R:3:forces:R:3
S -1.47482 0.84287 -0.25206 -0.70 0.56 -0.08
C 0.60725 -0.89416 -0.12617 -1.24 0.21 1.93
C 0.30906 0.59462 -0.31766 -1.40 -1.89 -2.95
C 1.70007 -1.20121 0.85527 -1.70 0.53 2.08
H 0.76466 -1.31461 -1.08304 0.51 -0.68 -1.07
H 1.51808 -0.81004 1.90692 -0.02 0.02 -1.31
H 0.69599 0.80518 -1.32940 -0.21 0.27 -0.03
H -0.34679 -1.35012 0.23391 0.71 0.27 -0.17
H 0.77203 1.29697 0.25330 1.61 1.46 2.37
H 1.86911 -2.21488 1.02953 -0.15 -2.22 0.10
H 2.62578 -0.89400 0.55314 2.58 1.46 -0.88
```
Positions in Å, forces in eV/Å.

Results
F_max: 3.8 eV/Å
spin multiplicity: 1
gap between HOMO and LUMO: 0.2283 hartree
LUMO energy: 4.19 eV
energy: -14059.7460 eV
charge: -1

In the Löwdin picture, each atom carries the following charge in e: atom 1 (S): 0.0639, atom 2 (C): -0.3912, atom 3 (C): -0.8115, atom 4 (C): -0.1465, atom 5 (H): 0.0721, atom 6 (H): 0.0973, atom 7 (H): 0.0311, atom 8 (H): 0.0510, atom 9 (H): -0.0160, atom 10 (H): 0.0272, atom 11 (H): 0.0227

=====

Entry 6:
The following is a quantum chemistry calculation of 2 unconnected molecules or ions with the total composition C3H7S, from the OMol25 dataset.

The geometry in XYZ format:
```
11
Properties=species:S:1:pos:R:3:forces:R:3
S 0.29980 4.19740 0.30620 -0.38 0.52 0.20
C 0.07136 -0.94724 0.44265 -0.59 -0.54 0.20
C -0.13266 -1.57735 -0.92047 -0.83 2.35 -1.11
C -0.00551 0.32067 0.84265 -1.19 -0.47 0.21
H -0.28743 1.18763 0.25268 0.67 0.00 -0.29
H -0.97800 -1.01062 -1.43576 0.41 -1.12 0.80
H -0.15493 0.46889 1.91066 0.52 0.19 -0.10
H -0.03064 -1.70180 1.23451 0.63 0.25 -0.09
H 0.60307 -1.42333 -1.71221 0.76 -0.10 0.53
H -0.31283 -2.62691 -0.81956 -0.37 -0.54 -0.13
H 0.92776 3.11266 -0.10135 0.38 -0.53 -0.22
```
Positions in Å, forces in eV/Å.

Results
F_max: 2.7 eV/Å
spin multiplicity: 1
gap between HOMO and LUMO: 0.2193 hartree
LUMO energy: 3.55 eV
energy: -14059.3556 eV
charge: -1

In the Löwdin picture, each atom carries the following charge in e: atom 1 (S): -0.3860, atom 2 (C): -0.2601, atom 3 (C): -0.1344, atom 4 (C): -0.0183, atom 5 (H): 0.0182, atom 6 (H): 0.0914, atom 7 (H): 0.0530, atom 8 (H): 0.0744, atom 9 (H): 0.0570, atom 10 (H): 0.0408, atom 11 (H): -0.5363

=====

Entry 7:
The following is a quantum chemistry calculation of C3H8BBr in the gas phase, from the OMol25 dataset.

The geometry in XYZ format:
```
13
Properties=species:S:1:pos:R:3:forces:R:3
Br 1.16944 0.18962 -2.18772 0.02 0.09 -0.24
C -1.37022 0.64306 0.08592 0.04 0.03 -0.01
C -0.65024 -0.68857 -0.15775 -0.13 -0.09 0.05
C 0.85105 -0.54242 -0.40676 -0.06 -0.13 0.07
B 1.53574 0.30547 0.69826 0.57 0.07 0.09
H 1.71252 -0.17810 1.77560 -0.21 -0.02 0.00
H 1.30230 -1.53562 -0.43663 -0.02 -0.01 -0.01
H 1.96671 1.38997 0.47809 -0.13 0.07 0.07
H -1.09079 -1.21699 -1.00182 0.01 -0.03 -0.03
H -1.56334 0.80304 1.14593 0.03 0.03 0.06
H -0.76334 -1.33827 0.71330 -0.05 -0.04 0.01
H -0.77389 1.48023 -0.27568 -0.01 0.06 -0.08
H -2.32595 0.68858 -0.43074 -0.05 -0.03 0.01
```
Positions in Å, forces in eV/Å.

Results
F_max: 0.6 eV/Å
spin multiplicity: 1
gap between HOMO and LUMO: 0.3681 hartree
LUMO energy: 0.08 eV
energy: -73958.6505 eV

In the Löwdin picture, each atom carries the following charge in e: atom 1 (Br): 0.6698, atom 2 (C): -0.1098, atom 3 (C): -0.3203, atom 4 (C): -0.7447, atom 5 (B): -0.0638, atom 6 (H): 0.0394, atom 7 (H): 0.0794, atom 8 (H): 0.0300, atom 9 (H): 0.0970, atom 10 (H): 0.0767, atom 11 (H): 0.1108, atom 12 (H): 0.0615, atom 13 (H): 0.0739

=====

Entry 8:
The following is a quantum chemistry calculation of C3H8BN2O2P in the gas phase, from the OMol25 dataset.

The geometry in XYZ format:
```
17
Properties=species:S:1:pos:R:3:forces:R:3
P 1.46217 -1.85316 -0.57075 0.87 -1.41 0.06
O 0.20350 -2.93478 -1.17376 -3.84 3.91 -0.74
O -0.24832 -1.32046 1.71751 4.06 -0.11 -1.63
N -2.15109 -1.51714 -1.68335 10.13 -6.11 2.23
N 0.57331 0.85011 0.59778 -3.08 -2.31 -1.23
C -1.04511 -2.18886 -1.44200 -5.63 3.41 -1.36
C 0.46717 1.43083 -0.79255 0.35 1.79 -1.59
C -0.64497 1.44152 1.33829 0.00 1.51 1.04
B 0.54766 -0.66524 0.61971 -2.34 2.22 2.29
H -1.65409 1.20519 0.79417 1.93 0.17 1.07
H 0.41667 -2.00262 2.08828 -1.90 1.17 -0.74
H 0.57789 0.66465 -1.66871 -0.08 1.36 1.82
H 1.27365 2.29811 -0.94246 -1.63 -1.93 0.30
H -0.52404 2.62467 1.30808 -0.21 -2.50 0.10
H 2.01682 -1.14189 -1.69520 -1.01 -0.16 0.28
H -0.58447 1.96967 -0.96282 2.24 -1.35 0.45
H -0.68675 1.13941 2.46780 0.14 0.34 -2.34
```
Positions in Å, forces in eV/Å.

Results
F_max: 12.0 eV/Å
spin multiplicity: 1
gap between HOMO and LUMO: 0.3274 hartree
LUMO energy: -0.69 eV
energy: -20277.9814 eV

In the Löwdin picture, each atom carries the following charge in e: atom 1 (P): 0.9670, atom 2 (O): -0.3791, atom 3 (O): -0.0334, atom 4 (N): 0.1083, atom 5 (N): -0.1416, atom 6 (C): -0.2338, atom 7 (C): -0.1592, atom 8 (C): -0.1207, atom 9 (B): -0.6643, atom 10 (H): 0.1078, atom 11 (H): 0.1126, atom 12 (H): 0.0637, atom 13 (H): 0.1065, atom 14 (H): 0.1078, atom 15 (H): -0.0482, atom 16 (H): 0.1050, atom 17 (H): 0.1016

=====

Entry 9:
The following is a quantum chemistry calculation of 2 unconnected molecules or ions with the total composition C3H8BNO, from the OMol25 dataset.

The geometry in XYZ format:
```
14
Properties=species:S:1:pos:R:3:forces:R:3
O 0.05420 -1.67901 0.89763 -0.96 -2.70 1.03
N -0.53099 -0.70935 1.79670 -1.33 1.22 -1.34
C 0.65009 -1.18330 -0.14994 0.44 4.27 0.33
C -0.26568 0.62406 1.21990 -0.92 -0.39 -2.27
C 0.88753 0.29588 0.21815 -0.18 -2.79 2.85
B -1.15875 -0.31262 -2.32748 3.57 -2.97 -0.70
H 0.51547 -1.44163 -1.18104 -0.35 -0.97 -0.32
H -1.22834 0.92696 0.62805 1.81 -0.07 1.25
H 0.07041 1.34276 1.98935 -0.56 -0.33 -0.40
H 1.79217 0.26331 0.82403 0.40 0.38 0.04
H -0.76184 -1.19952 -3.11423 -0.62 1.01 0.69
H -2.05788 0.28374 -2.31293 -2.93 1.82 0.01
H -0.02911 -0.75065 2.63153 1.31 -0.75 1.53
H 1.00272 0.91055 -0.56730 0.32 2.25 -2.69
```
Positions in Å, forces in eV/Å.

Results
F_max: 4.7 eV/Å
spin multiplicity: 1
gap between HOMO and LUMO (alpha / beta): 0.2685 / 0.2581 hartree
LUMO energy (alpha / beta): -0.27 / 0.03 eV
energy: -7446.5526 eV

In the Löwdin picture, each atom carries the following charge in e: atom 1 (O): -0.0922, atom 2 (N): 0.0018, atom 3 (C): -0.1583, atom 4 (C): -0.1746, atom 5 (C): -0.1753, atom 6 (B): 0.2314, atom 7 (H): 0.0295, atom 8 (H): 0.1316, atom 9 (H): 0.1172, atom 10 (H): 0.1050, atom 11 (H): -0.0299, atom 12 (H): -0.1174, atom 13 (H): 0.0815, atom 14 (H): 0.0495